Entry 1:
120
Properties=species:S:1:pos:R:3:forces:R:3 method="wB97M-V/def2-TZVPD" e_homo_ev=-8.152 smiles=CCN(CC)CC.CCN(CC)CC.CCN(CC)CC.CCN(CC)CC.CCN(CC)CC.ClC(Cl)Cl.ClC(Cl)Cl multiplicity=1 largest_force_ha_per_bohr=0.0392
C 2.8553 -8.2276 -2.2962 -0.1 0.7 0.8
C 1.5581 -7.6050 -1.6933 -0.1 -1.3 -0.9
N 1.6754 -6.2534 -1.2692 0.2 0.6 0.2
C 0.3766 -5.5268 -1.2434 0.7 -0.3 1.2
C -0.5303 -5.9156 -0.0402 0.5 -0.3 -0.3
C 2.4984 -6.1249 -0.0531 -1.1 0.4 -0.6
C 2.8579 -4.6791 0.1854 0.7 -0.1 0.4
H 3.1705 -7.7385 -3.2207 -0.3 -0.1 0.0
H 2.7462 -9.3011 -2.4116 -0.2 -0.1 -0.3
H 3.6984 -8.1197 -1.5967 -0.3 0.1 -0.1
H 0.7360 -7.6296 -2.4163 0.3 -0.1 -0.4
H 1.1762 -8.2919 -0.9246 0.2 0.0 0.5
H 0.6236 -4.4606 -1.2028 -0.3 -0.1 -0.1
H -0.1500 -5.7382 -2.1701 0.1 0.1 -0.2
H -1.4199 -5.2817 0.0187 0.1 -0.1 0.0
H -0.8278 -6.9727 -0.1367 -0.1 0.4 0.0
H 0.0220 -5.8521 0.9076 -0.2 0.2 -0.2
H 3.4259 -6.6849 -0.1613 -0.1 -0.1 -0.2
H 1.9683 -6.5518 0.8150 0.2 0.0 0.0
H 3.5840 -4.6955 0.9962 0.0 0.4 0.3
H 2.0407 -4.0115 0.4388 -0.2 -0.1 0.1
H 3.3723 -4.2698 -0.6776 0.0 0.0 -0.3
C -2.4181 2.6983 -1.3727 0.1 0.2 -0.6
C -2.1542 1.7067 -2.5039 -0.2 0.8 0.1
N -2.6375 0.3646 -2.2266 -0.4 0.0 0.2
C -2.1740 -0.5350 -3.2816 -0.2 0.1 -0.3
C -2.4352 -1.9945 -2.9978 0.3 0.3 0.4
C -4.1299 0.2911 -2.0138 1.4 -0.1 -0.5
C -4.9920 0.7472 -3.2228 0.3 -0.4 0.8
H -3.4742 2.9262 -1.2780 -0.2 0.1 0.0
H -1.8939 3.6445 -1.5731 -0.1 -0.3 0.0
H -2.0728 2.3131 -0.4295 0.2 -0.2 0.5
H -2.5922 2.1288 -3.4228 -0.1 -0.1 -0.1
H -1.0819 1.6869 -2.7039 0.1 -0.3 0.1
H -2.6445 -0.2808 -4.2328 -0.1 0.1 -0.3
H -1.1079 -0.3730 -3.4540 0.0 0.0 0.3
H -1.9273 -2.6142 -3.7164 0.1 -0.3 -0.5
H -2.0130 -2.2496 -2.0328 0.0 -0.2 0.4
H -3.4905 -2.2175 -2.9916 -0.3 -0.2 -0.1
H -4.3441 0.8156 -1.0899 -0.2 0.6 -0.2
H -4.2780 -0.7408 -1.7016 -0.5 -0.2 -0.4
H -4.8829 1.8062 -3.4391 0.1 0.2 0.2
H -6.0376 0.5660 -2.9794 -0.1 0.0 -0.1
H -4.7390 0.2174 -4.1404 -0.1 -0.2 0.1
C -0.3888 3.8710 2.4200 0.8 0.4 0.3
C 0.7299 3.8545 1.3503 -0.1 0.2 1.2
N 1.9571 4.6214 1.7123 -1.9 -0.1 -0.2
C 1.6172 6.0564 2.0401 1.1 -1.5 -0.8
C 0.7990 6.7985 0.9650 1.5 -0.1 -0.1
C 2.9617 4.4793 0.6554 0.8 0.1 1.1
C 3.5921 3.0765 0.6221 -1.2 0.3 -0.1
H -1.1827 3.2055 2.0726 0.0 0.0 0.3
H -0.8333 4.8756 2.5597 0.2 -0.4 -0.2
H 0.0188 3.5702 3.4059 -0.4 -0.1 -0.5
H 1.0069 2.8166 1.1703 0.0 0.1 0.0
H 0.2397 4.2132 0.4539 0.2 0.2 -0.8
H 1.1689 6.1187 3.0352 -0.4 -0.3 -0.3
H 2.6132 6.4729 2.2077 -0.1 0.5 -0.3
H 1.3863 7.0218 0.0367 -0.2 -0.1 0.9
H -0.0464 6.2176 0.6195 -0.4 0.2 0.3
H 0.5466 7.7242 1.4558 -0.6 0.5 -0.3
H 3.7498 5.1581 0.9943 0.1 0.2 -0.5
H 2.6358 4.7626 -0.3505 -0.2 0.1 -0.1
H 2.7993 2.3496 0.4298 0.2 -0.2 -0.3
H 3.9521 2.8275 1.6103 0.5 0.0 0.1
H 4.3435 3.0199 -0.1670 0.1 -0.1 0.2
C 5.4510 0.4147 -5.6554 -0.7 0.3 0.2
C 4.0425 0.9265 -6.0510 0.3 0.7 0.6
N 2.8897 0.2975 -5.3764 0.8 -0.1 0.0
C 2.7054 -1.0374 -5.9198 -0.5 -0.6 -0.6
C 1.3459 -1.6932 -5.5961 0.5 1.2 0.1
C 2.9275 0.3330 -3.9068 -0.2 0.4 -0.5
C 3.0824 1.7342 -3.3249 -0.2 -1.2 1.2
H 5.5369 0.5147 -4.5628 0.1 -0.3 -0.3
H 6.2428 1.0350 -6.0764 -0.1 0.0 -0.2
H 5.6176 -0.6156 -5.9776 0.0 0.0 0.2
H 4.0015 2.0016 -5.8914 0.0 0.2 0.7
H 3.8848 0.9303 -7.1187 -0.1 -0.7 -0.5
H 3.4753 -1.7785 -5.6519 0.3 0.3 0.2
H 2.8053 -0.8911 -7.0096 -0.3 -0.3 0.3
H 1.1989 -2.5659 -6.2092 0.0 -0.4 -0.1
H 0.5749 -0.9669 -5.8415 -0.3 0.0 0.1
H 1.2694 -1.9470 -4.5353 0.0 -0.1 -0.2
H 1.9745 -0.0754 -3.5854 -0.2 0.0 0.1
H 3.6868 -0.2967 -3.4443 0.4 -0.4 -0.2
H 2.7408 1.6677 -2.2751 0.1 0.2 -0.4
H 4.1062 2.0530 -3.2652 0.5 0.3 -0.3
H 2.4827 2.4421 -3.8389 -0.5 0.7 -0.5
C -2.6142 2.1121 9.1270 -0.6 -0.1 -0.1
C -2.1364 1.0693 8.1563 0.9 -0.8 0.1
N -2.5199 1.2528 6.7831 -0.1 0.4 -1.1
C -2.1588 0.0821 5.9756 0.3 0.8 -1.0
C -2.7586 0.1284 4.5565 -0.2 0.0 0.0
C -2.0565 2.5363 6.2224 0.1 0.0 1.1
C -0.5466 2.8292 6.1334 -0.2 -1.1 0.9
H -2.1231 3.0671 8.9898 0.2 0.2 0.1
H -2.4352 1.7492 10.1374 0.0 0.2 0.1
H -3.6879 2.2540 8.9844 0.0 0.1 0.1
H -1.0364 1.0028 8.2145 0.1 -0.1 0.2
H -2.5119 0.0824 8.4661 0.0 0.2 0.0
H -1.0588 0.0066 5.8094 -0.3 -0.3 0.6
H -2.5647 -0.7663 6.5158 0.3 -0.4 -0.1
H -2.3611 0.9407 3.9282 -0.1 0.0 0.5
H -2.5361 -0.7668 3.9491 -0.1 0.1 0.6
H -3.8471 0.2543 4.6425 0.2 0.0 -0.2
H -2.4490 3.3040 6.8957 -0.2 0.0 -0.3
H -2.5180 2.6882 5.2686 -0.3 0.0 -0.6
H -0.0972 2.8217 7.1407 -0.2 0.1 -0.3
H -0.4417 3.8312 5.7505 0.3 0.2 -0.4
H -0.0004 2.0587 5.5729 -0.1 0.5 -0.2
Cl -6.8258 -0.3154 1.6340 -0.6 0.2 -0.2
C -5.3563 -1.2139 1.8197 0.8 0.1 -0.8
Cl -3.9472 -0.1700 1.4514 -0.3 -0.3 0.2
Cl -5.3042 -2.6605 0.7756 -0.1 0.3 0.3
H -5.2913 -1.5060 2.8437 0.2 -0.3 0.5
Cl 0.6852 -0.1892 -1.0358 -0.5 -0.5 0.8
C -0.6000 -0.6788 0.1711 0.3 1.3 -0.4
Cl -0.5377 0.4303 1.5856 0.1 -0.4 -0.5
Cl -0.4790 -2.3332 0.6734 0.1 -0.2 -0.1
H -1.5301 -0.4710 -0.3672 0.1 -0.2 0.1


Entry 2:
85
Properties=species:S:1:pos:R:3:forces:R:3 method="wB97M-V/def2-TZVPD" e_homo_ev=-8.161 multiplicity=1 largest_force_ha_per_bohr=0.0379
O -4.2568 -2.3758 -3.4823 -0.1 -0.3 0.1
S -3.2793 -2.7247 -2.4907 0.9 0.9 0.7
O -3.4527 -2.3230 -1.1191 -0.3 -0.9 -0.6
O -3.0645 -4.3161 -2.5023 0.0 0.8 0.2
C -2.8487 -4.8893 -3.8084 -0.2 -0.2 -0.3
C -3.4809 -6.2611 -3.8370 -0.4 -0.3 -0.2
C -1.7284 -1.9617 -2.9747 -0.6 0.2 0.5
H -1.7699 -4.9522 -3.9644 0.0 0.2 -0.1
H -3.3299 -4.2483 -4.5479 0.2 0.0 0.0
H -3.7872 -6.5897 -4.8337 0.5 0.3 -0.2
H -4.4397 -6.2389 -3.3166 0.3 0.0 0.4
H -2.8069 -7.0189 -3.4406 -0.2 0.0 0.3
H -0.8922 -2.3554 -2.4012 0.0 -0.5 -0.3
H -1.8765 -0.9628 -2.5545 0.0 0.1 -0.2
H -1.6119 -1.9075 -4.0517 0.1 -0.3 0.0
C 0.9381 -6.6452 -0.7165 0.7 0.0 -0.2
S 0.9022 -5.1954 -1.8345 -0.8 -0.2 0.9
O 0.0539 -4.2338 -1.0378 0.9 -0.2 -0.7
C 2.6548 -4.7265 -1.7510 0.7 -0.6 -0.2
H 1.7334 -7.3382 -0.9972 0.0 0.1 -0.1
H -0.0067 -7.1822 -0.7212 -0.2 0.3 -0.3
H 1.1235 -6.2805 0.2934 0.0 0.2 -0.1
H 3.3163 -5.4977 -2.1687 -0.6 -0.5 0.0
H 3.0218 -4.5860 -0.7350 -0.3 0.4 0.0
H 2.8718 -3.9109 -2.4413 -0.5 0.5 0.5
C 3.4980 0.9413 3.6926 0.3 -0.3 0.5
S 2.9608 -0.7929 3.9163 0.7 -0.2 0.3
O 4.2232 -1.5500 4.2144 -0.5 0.4 -0.2
C 2.0190 -0.5074 5.4549 -0.5 -0.2 -1.6
H 4.1883 1.0529 2.8587 -0.2 -0.5 -0.2
H 4.0831 1.0894 4.6028 -0.2 0.5 0.0
H 2.6773 1.6422 3.5550 -0.2 -0.1 0.3
H 2.4577 0.2155 6.1326 0.1 0.0 0.0
H 1.7467 -1.4616 5.8978 0.4 -0.1 0.1
H 1.1069 -0.1565 4.9583 -0.2 0.5 0.7
C 0.2816 -1.4222 0.5863 -0.3 1.0 -0.1
S -1.0255 -0.1798 0.6745 0.0 0.5 -0.7
O -1.1350 0.3731 -0.7387 0.0 -0.5 0.9
C -0.1747 1.1219 1.5736 -0.2 0.8 0.7
H 0.5708 -1.7364 1.5875 -0.2 -0.3 0.0
H 1.1105 -0.9079 0.0996 0.1 -0.2 -0.2
H -0.1574 -2.1905 -0.0452 0.3 -0.3 0.2
H -0.8689 1.9689 1.5794 -0.1 -0.1 -0.4
H 0.7554 1.4632 1.1197 0.0 -0.3 -0.2
H -0.0446 0.9726 2.6502 0.1 -0.6 -0.1
C 3.9694 -1.8484 0.2155 0.8 -0.8 0.5
S 4.0107 -0.0960 -0.1747 -1.6 -0.4 -0.2
O 3.2435 -0.0062 -1.4577 0.6 0.2 0.2
C 5.7434 0.2128 -0.4564 0.4 -1.2 -1.2
H 4.4800 -2.5147 -0.4869 0.3 0.6 -0.2
H 2.9540 -2.2406 0.2201 -0.2 0.7 0.2
H 4.4207 -1.9947 1.2026 -0.1 0.0 0.0
H 6.2823 0.2733 0.4844 0.0 0.5 0.0
H 5.7662 1.0504 -1.1536 0.1 0.5 0.7
H 6.2094 -0.5796 -1.0556 -0.2 -0.2 0.2
C -1.8833 3.9822 4.3318 0.1 -0.1 -0.3
S -0.9529 3.0584 5.6084 0.2 -0.7 -0.9
O -0.3030 1.8716 4.9106 -0.7 0.9 0.5
C 0.4310 4.2037 5.7137 0.4 0.0 0.1
H -2.3838 4.8548 4.7509 0.3 0.1 0.2
H -2.6653 3.4060 3.8355 0.1 -0.5 0.5
H -1.1817 4.2503 3.5400 0.1 0.2 0.1
H 0.2505 5.1997 6.1161 -0.5 0.0 -0.2
H 0.8339 4.2175 4.7016 0.1 0.2 0.0
H 1.1658 3.7556 6.3829 -0.1 -0.3 -0.1
C -0.4258 5.6318 -2.0751 0.1 -1.3 -1.4
S 0.2268 4.0343 -2.7539 -0.3 0.3 -0.7
O 1.6539 4.2231 -3.1767 -0.6 -0.1 0.8
C 0.0954 3.0929 -1.2342 -0.3 0.5 1.0
H -1.5005 5.4528 -2.0393 0.0 0.1 0.8
H -0.3036 6.3132 -2.9158 0.4 0.3 0.3
H 0.0915 5.8938 -1.1608 -0.2 0.3 0.1
H 0.4490 2.0680 -1.2925 0.5 0.2 -0.3
H -0.9361 2.9667 -0.8902 -0.2 0.3 -0.7
H 0.5258 3.7057 -0.4348 0.6 -0.4 0.0
C -3.5152 2.8456 -2.4319 -0.6 1.7 0.7
S -4.5082 3.8373 -1.2184 -0.3 -1.2 0.4
O -3.5880 4.5311 -0.2574 -0.1 0.1 -0.8
C -5.1537 5.0411 -2.4511 1.3 0.1 0.7
H -4.3099 2.4745 -3.0739 0.4 -0.4 -0.3
H -2.8882 2.1111 -1.9372 -0.2 -0.2 0.1
H -2.9201 3.6273 -2.9069 0.2 -0.4 -0.4
H -6.2229 5.1880 -2.3670 -0.1 -0.2 0.0
H -4.7980 4.7595 -3.4385 -0.3 0.1 -0.1
H -4.6195 5.9322 -2.1085 -0.2 0.2 -0.3


Entry 3:
50
Properties=species:S:1:pos:R:3:forces:R:3 method="wB97M-V/def2-TZVPD" e_homo_ev=-8.121 smiles="Cc1ccc(NC(=O)[C@@H]2CC=CC[C@H]2C(=O)N2CCCCC2)cc1" multiplicity=1 largest_force_ha_per_bohr=0.0112
C -6.3062 -0.0956 -0.1741 0.0 0.1 0.0
C -4.8840 0.3432 0.0043 0.0 0.0 -0.1
C -4.2473 1.1104 -0.9627 0.0 -0.1 0.2
C -2.9452 1.5448 -0.7990 0.1 0.1 -0.1
C -2.2452 1.2102 0.3553 -0.3 -0.1 -0.2
N -0.9296 1.6192 0.5987 -0.1 0.0 0.4
C -0.0197 2.1048 -0.2849 0.2 0.2 0.4
O -0.2493 2.3623 -1.4489 -0.1 0.0 -0.3
C 1.3748 2.2548 0.3224 0.0 0.0 -0.4
C 2.1321 3.3976 -0.3493 -0.2 -0.1 0.0
C 3.6035 3.3310 -0.0945 0.0 0.2 -0.1
C 4.2153 2.2705 0.4049 0.1 -0.1 0.1
C 3.5040 1.0015 0.7573 -0.1 0.0 0.0
C 2.1278 0.9291 0.0885 0.0 0.0 0.3
C 1.3330 -0.2011 0.7252 0.1 0.1 -0.2
O 0.9702 -0.0872 1.8922 0.1 0.2 0.4
N 1.0115 -1.2921 0.0058 -0.2 -0.2 0.0
C 1.3914 -1.6306 -1.3460 0.4 0.0 -0.4
C 2.2730 -2.8819 -1.3447 -0.3 0.0 -0.1
C 1.5309 -4.0417 -0.6867 0.3 0.1 0.2
C 1.0822 -3.6330 0.7134 -0.2 0.0 -0.2
C 0.2518 -2.3535 0.6438 -0.1 -0.2 0.5
C -2.8739 0.4390 1.3305 0.1 0.1 0.0
C -4.1751 0.0136 1.1534 0.0 0.1 -0.1
H -6.5387 -0.2393 -1.2268 -0.1 0.0 0.0
H -6.4969 -1.0236 0.3603 -0.1 -0.1 0.0
H -6.9830 0.6643 0.2186 -0.1 0.0 0.0
H -4.7806 1.3776 -1.8638 0.0 0.0 -0.1
H -2.4657 2.1353 -1.5611 0.0 0.0 0.0
H -0.5679 1.3317 1.5020 0.1 0.1 -0.2
H 1.3033 2.4253 1.3996 0.0 -0.1 0.0
H 1.7417 4.3541 0.0077 0.0 0.0 -0.1
H 1.9395 3.3604 -1.4271 -0.1 0.1 0.1
H 4.1646 4.2198 -0.3468 0.2 0.1 0.0
H 5.2808 2.2808 0.5864 0.1 0.1 0.0
H 4.1080 0.1420 0.4523 0.0 0.0 0.0
H 3.3754 0.9399 1.8433 0.0 -0.1 0.0
H 2.2533 0.8111 -0.9872 0.0 0.0 0.0
H 1.9129 -0.8079 -1.8292 -0.1 0.0 0.0
H 0.4751 -1.8301 -1.9156 0.1 0.1 0.0
H 2.5445 -3.1337 -2.3707 0.1 0.0 0.0
H 3.1900 -2.6720 -0.7899 0.1 0.0 0.0
H 2.1757 -4.9205 -0.6354 0.0 -0.1 -0.1
H 0.6564 -4.3001 -1.2885 0.0 -0.1 0.0
H 0.4890 -4.4250 1.1719 0.0 0.0 0.1
H 1.9568 -3.4546 1.3421 0.0 0.0 0.1
H -0.0192 -2.0128 1.6437 0.0 -0.1 -0.2
H -0.6619 -2.5255 0.0636 0.0 0.0 0.0
H -2.3311 0.1719 2.2265 0.1 0.0 0.1
H -4.6479 -0.5844 1.9196 0.0 -0.1 0.1


Entry 4:
14
Properties=species:S:1:pos:R:3:forces:R:3 method="wB97M-V/def2-TZVPD" e_homo_ev="-8.747 / -7.876" multiplicity=1 largest_force_ha_per_bohr=0.0371
C -0.0017 1.4917 0.6902 -0.1 -0.1 0.2
C 0.6706 0.6284 -0.3161 1.2 1.5 -0.4
C 0.3127 -1.4191 0.7931 -0.3 -0.8 0.9
C 0.4182 -0.7952 -0.5201 -0.8 0.3 -0.4
C -0.9498 -0.6587 -1.1995 0.1 -0.8 -0.5
O -1.1666 -1.0356 -2.3257 -0.1 0.3 0.3
H 0.6609 1.7125 1.5391 0.0 0.0 -0.1
H -0.2656 2.4630 0.2519 -0.1 -0.2 0.1
H -0.8840 1.0025 1.1220 0.1 0.2 -0.1
H 1.4940 1.0853 -0.8644 -0.2 0.0 0.0
H -0.5783 -1.9858 1.0570 0.2 0.0 0.0
H 0.9302 -1.0738 1.6167 0.0 -0.1 -0.2
H 1.0885 -1.2379 -1.2632 0.0 -0.1 0.2
H -1.7289 -0.1773 -0.5808 0.0 0.0 -0.1


Energy across the listed records, respectively: -4300.26643; -4615.32517; -1037.75456; -270.40272 a.u..